No. 1
Below is a 2-piece molecular cluster, C3H11N2 overall, with properties calculated with ωB97M-V with the def2-TZVPD basis set.

Geometry as XYZ:
```
16
Properties=species:S:1:pos:R:3:forces:R:3
C 0.74738 -2.84686 -1.64131 0.5 4.1 1.9
N 1.14862 -2.00674 -0.67468 1.1 -3.4 -2.1
H 0.37777 -2.35805 -2.57859 -0.2 -0.6 1.0
H 0.69612 -3.91019 -1.55695 0.7 -0.7 0.0
H 1.82466 -2.50599 -0.00911 -1.8 0.3 -0.7
H 0.76007 -0.59367 0.35114 -1.5 1.9 -0.5
C -1.21353 2.24909 0.82687 0.0 -1.2 -1.1
C 0.15369 1.64782 0.41445 -0.5 -1.6 -0.9
N -0.09034 0.13764 0.47808 2.3 -1.9 1.2
H -1.79844 1.43761 1.32725 0.4 0.9 0.2
H -1.01227 3.07459 1.49862 -0.7 0.4 -0.3
H -1.82857 2.41024 -0.10530 0.7 0.7 1.1
H 0.41021 1.79413 -0.67517 0.2 0.5 1.5
H 0.98012 1.76772 1.14311 -0.4 0.5 -0.8
H -0.44162 -0.05828 1.42869 -0.2 -0.1 -0.7
H -0.71386 -0.23907 -0.22711 -0.5 0.3 0.0
```
Positions in Å, forces in eV/Å.

Its energy above the lowest of the compared OMol25 structures with the same formula, charge and spin is 47.1 kcal per mole. Its frontier orbital gap is 11.28 eV. As for the charge: +1.

Calculated atomic charges, method Mulliken, unit e: -0.219 -0.576 0.243 0.278 0.210 0.468 -0.883 -0.313 -0.457 0.273 0.312 0.311 0.338 0.336 0.369 0.310

=====

No. 2
Below is C38H47MgN4O2 as an isolated structure, with properties calculated with ωB97M-V with the def2-TZVPD basis set.

Geometry as XYZ:
```
92
Properties=species:S:1:pos:R:3:forces:R:3
Mg 0.01183 0.10190 -0.04763 1.0 0.4 0.9
C -0.29761 2.78197 -5.98203 0.1 0.8 -1.8
C 0.56813 1.78101 -5.23180 0.9 -0.3 -0.6
C -0.08144 1.02254 -4.13945 -1.2 -0.9 0.2
C -0.56071 -0.26123 -4.29914 0.1 1.2 0.1
C -0.79497 -0.91923 -5.64642 -1.0 0.1 1.0
C 0.17701 -2.02506 -5.90505 2.7 -0.3 -1.0
C -0.81343 -0.75915 -2.94334 0.0 0.8 0.2
N -0.59387 0.23447 -2.03598 -0.1 1.2 -1.1
C -0.27375 1.38409 -2.75104 0.4 -0.9 0.4
C -0.19661 2.68484 -2.23048 1.2 -0.2 0.8
C -0.29476 3.04275 -0.85874 -0.2 -1.5 -0.4
C -0.35384 4.38131 -0.34703 0.4 1.6 -1.8
C -0.53893 5.63915 -1.20835 -0.3 0.8 1.2
C -1.52638 5.50989 -2.38544 -0.2 -0.1 -1.1
C -0.22763 4.34430 0.98887 -0.7 -1.6 0.8
C -0.38041 2.90100 1.29100 0.9 0.2 2.2
C -0.43755 2.42245 2.63075 0.2 -1.5 -1.8
C -0.25267 1.05611 2.96677 -0.2 -0.6 -0.2
N -0.21115 -0.00925 2.09216 0.0 0.3 0.8
C 0.05801 -1.14843 2.81969 0.1 1.4 0.3
C 0.13671 -2.41426 2.28620 -0.4 0.2 -2.1
C -0.04791 -2.71564 0.91074 -0.6 -1.1 -1.0
N -0.24396 -1.87240 -0.13192 -1.9 -0.7 -0.8
C -0.74759 -2.60055 -1.24626 2.4 1.2 1.3
C -1.06927 -2.06036 -2.50375 -0.1 -0.5 0.7
C -0.52209 -4.00042 -0.96867 -1.0 0.5 1.8
C -0.21666 -4.08374 0.39490 0.4 -0.4 -1.1
C -0.13490 -5.36756 1.19532 0.0 0.9 0.1
C -1.41919 -5.46332 2.07881 1.7 0.5 1.2
C -0.60131 -5.06336 -2.00351 0.7 -1.4 1.0
C 0.82068 -5.74879 -2.20017 -0.6 -0.6 -0.8
C 0.23297 -0.84741 4.23495 -2.0 3.0 0.7
C -0.03281 0.57722 4.32082 1.2 -2.7 0.9
C 0.03670 1.51735 5.54774 -1.4 -2.6 -0.5
C -1.35780 1.54856 6.22534 0.8 -0.3 -0.8
C 0.25623 -1.87964 5.39219 0.5 1.2 -1.6
C -1.03048 -2.80639 5.35176 1.0 0.3 0.2
N -0.31441 2.13030 0.20434 -0.7 1.7 -1.7
C -0.02741 5.43631 1.98909 0.4 0.7 0.1
C 1.24285 5.31192 2.90804 0.2 -0.5 -0.6
H 0.14736 3.23681 -6.94365 -0.1 -0.7 1.6
H -0.55854 3.59300 -5.32699 0.0 0.6 0.3
H -1.26385 2.42613 -6.34537 0.1 -0.6 0.3
H 1.44811 2.26037 -4.78313 -0.2 0.3 -0.2
H 1.01909 1.00876 -5.89867 -0.4 0.6 0.1
H -0.88186 -0.22459 -6.50384 0.2 -0.1 0.7
H -1.80221 -1.34596 -5.50888 0.2 -0.1 -0.4
H 0.99178 -1.84391 -6.67644 -1.1 0.4 0.5
H -0.27173 -2.93144 -6.22597 -0.6 -0.9 -0.2
H 0.80700 -2.24063 -5.04597 -0.3 -0.1 0.4
H 0.25819 3.43695 -2.90593 -0.9 -0.3 0.4
H 0.45270 6.08037 -1.42574 -0.5 -0.2 -0.5
H -1.01366 6.41227 -0.54267 0.5 -0.7 -0.3
H -1.08726 5.07148 -3.31554 -0.3 0.2 0.9
H -2.00497 6.45985 -2.73247 0.7 -0.4 0.6
H -2.37193 4.87089 -2.08073 0.4 0.1 -0.1
H -0.71017 3.14924 3.36620 0.4 0.2 0.6
H 0.13423 -3.26101 2.92959 0.5 -0.4 0.4
H -1.62446 -2.74392 -3.13183 0.5 -0.1 -0.6
H 0.83101 -5.47824 1.73178 -0.7 0.4 0.2
H -0.07897 -6.18353 0.49286 -0.4 -0.5 -0.3
H -1.58248 -4.52631 2.65867 0.0 -0.4 -0.8
H -1.26756 -6.18710 2.89317 -0.4 -0.4 -0.5
H -2.25814 -5.65909 1.44098 -0.6 -0.2 0.0
H -0.93921 -4.67408 -2.96391 0.0 0.0 0.2
H -1.32109 -5.85586 -1.66089 0.5 0.6 -0.5
H 1.70793 -5.28372 -1.72370 -0.9 0.1 -0.2
H 0.97906 -5.81457 -3.29863 0.3 0.0 0.6
H 0.77593 -6.79939 -1.85327 0.1 0.5 0.0
H 0.34652 2.43491 5.11767 0.4 1.2 0.3
H 0.70887 1.11079 6.30343 0.5 0.3 -0.3
H -2.09412 1.80346 5.49812 -0.7 0.4 -0.6
H -1.39940 2.25423 7.02123 -0.1 0.5 0.8
H -1.63038 0.55489 6.57127 0.1 -0.1 0.2
H 0.36828 -1.26018 6.30276 -0.3 -0.7 -0.1
H 1.24035 -2.40774 5.24991 -1.1 -0.2 0.4
H -1.96235 -2.30117 5.72929 1.0 -0.5 -0.5
H -0.78613 -3.68667 5.94038 -0.3 -0.1 0.5
H -1.17311 -3.23543 4.34521 -0.2 0.7 0.4
H -0.94938 5.56785 2.53765 -0.2 -0.1 0.7
H 0.03909 6.37524 1.43332 0.2 0.0 -0.1
H 1.17536 4.44546 3.58212 0.0 0.0 -0.5
H 1.44916 6.14861 3.59861 -0.4 0.1 -0.7
H 2.13646 5.17162 2.23584 -0.8 0.1 0.8
C 4.32918 -0.89673 -0.48224 -2.1 -0.7 -0.2
O 2.81398 -0.96964 -0.37948 2.9 0.7 0.4
C 2.26997 0.04645 0.39920 -2.5 0.9 0.2
O 2.87527 0.77613 1.18306 0.9 -1.2 -1.1
H 4.73814 -1.67162 0.19920 0.1 0.7 -0.5
H 4.56262 0.13280 -0.21594 0.5 -0.2 0.1
H 4.48764 -1.10933 -1.55286 0.4 0.0 0.6
```
Positions in Å, forces in eV/Å.

Its frontier orbital gap (spin up / spin down) is 5.07 / 5.07 eV. As for the charge: -1.

Calculated atomic charges, method Mulliken, unit e: 1.277 -0.861 -1.389 1.258 -0.232 -0.806 -1.236 0.548 -0.375 -0.060 -0.696 0.142 0.490 -0.528 -1.004 -0.044 -0.461 -0.996 -0.123 -0.454 0.212 -1.159 -0.317 -0.017 0.004 -1.178 -0.116 1.122 -1.014 -1.151 -0.786 -1.179 0.470 -0.026 -0.692 -1.168 -0.719 -0.300 -0.192 -0.951 -0.810 0.337 0.047 0.305 0.428 0.380 0.292 0.398 0.298 0.378 0.332 0.543 0.353 0.353 0.029 0.397 0.335 1.079 1.208 0.607 0.356 0.348 0.174 0.317 0.374 0.212 0.382 0.285 0.420 0.287 0.097 0.369 0.335 0.425 0.267 0.449 0.314 0.251 0.344 -0.186 0.447 0.322 0.062 0.393 0.287 -0.800 -0.007 -0.210 -0.631 0.228 0.318 0.187

=====

No. 3
Below is C7H10 in the gas phase, with properties calculated with ωB97M-V with the def2-TZVPD basis set.

Geometry as XYZ:
```
17
Properties=species:S:1:pos:R:3:forces:R:3
C -1.89876 -0.18616 -0.04702 -0.2 -0.1 0.1
C -1.15508 0.90486 -0.77004 0.0 0.2 -0.1
C -0.41564 -0.26262 -0.20324 0.0 0.0 0.0
C 0.36893 -1.36646 -0.89141 0.1 -0.1 0.0
C 1.37653 -1.44757 0.24438 -0.2 0.1 -0.1
C 1.61530 0.91839 0.88764 0.1 0.1 0.1
C 0.65049 -0.27420 0.89292 0.0 0.0 0.1
H -2.49857 -0.86677 -0.64455 0.1 0.1 0.1
H -2.31200 0.03156 0.93373 0.1 0.0 -0.1
H -1.27154 0.98507 -1.84667 0.0 -0.1 0.1
H -1.04866 1.86128 -0.26475 0.0 -0.1 -0.1
H -0.13803 -2.33339 -0.99462 0.0 0.0 0.0
H 0.82857 -1.16604 -1.86345 0.0 0.0 0.0
H 2.21224 0.95309 -0.02477 -0.1 0.0 -0.1
H 1.06061 1.85590 0.95143 0.0 -0.1 0.0
H 2.31160 0.86875 1.72614 -0.1 -0.1 -0.1
H 0.31402 -0.47570 1.91428 0.0 0.0 0.0
```
Positions in Å, forces in eV/Å.

Its energy above the lowest of the compared OMol25 structures with the same formula, charge and spin is 117.4 kcal per mole. Its frontier orbital gap is 8.36 eV.

Calculated atomic charges, method Mulliken, unit e: -0.714 -0.703 0.423 -0.385 -0.801 -1.319 0.376 0.253 0.251 0.249 0.198 0.354 0.302 0.307 0.322 0.378 0.507

=====

No. 4
Below is C3H3LuO3 as an isolated structure, with properties calculated with ωB97M-V with the def2-TZVPD basis set.

Geometry as XYZ:
```
10
Properties=species:S:1:pos:R:3:forces:R:3
H -0.13862 3.42136 -0.14080 0.0 0.5 0.3
O 1.99749 0.36195 0.16095 0.0 2.4 0.4
C 1.80755 -0.89405 0.25945 0.0 -2.8 -0.8
C 0.56040 -1.54869 0.05045 1.8 -0.1 0.6
O -0.33190 -0.54683 -0.44649 0.2 0.4 -0.2
C -1.56488 -0.97146 -0.09841 -1.6 -0.5 0.3
O -2.30450 0.09911 -0.18298 0.5 1.1 0.1
Lu 0.44595 1.64986 -0.32120 -0.3 -1.0 -0.5
H 2.68036 -1.53305 0.45825 -0.4 0.3 0.1
H -3.15186 -0.03821 0.26077 -0.3 -0.3 -0.3
```
Positions in Å, forces in eV/Å.

Its expectation value of S² is 0.763. Its energy above the lowest of the compared OMol25 structures with the same formula, charge and spin is 106.9 kcal per mole. Its frontier orbital gap (spin up / spin down) is 7.25 / 6.95 eV. As for the charge: +1. As for the multiplicity: 2.

Calculated atomic charges, method Mulliken, unit e: -0.185 -0.652 0.459 -0.475 -0.118 -0.082 -0.296 1.503 0.412 0.433

=====

How do the records compare in maximum force? In the order shown, they have 0.08817 0.07169 0.00507 0.05615 hartree/bohr.
How do the records compare in calculated total energy? In the order shown, they have -6261.5394 -55670.4962 -7415.9436 -42908.6878 eV.